[1]
Below is a 2-piece molecular cluster, C22H28FN5O2 overall at a distorted geometry, with properties calculated with the ωB97M-V functional and the def2-TZVPD basis.

Calculated values
- structure (SMILES) = N#Cc1ccc([C@H]2CCc3cncn32)c(F)c1.CNC(=O)[C@H](CC(C)C)NC(C)=O
- E_HOMO (eV) = -8.732
- LUMO (eV) = -0.09
- M (u) = 413.50
- 2S+1 = 1
- strongest force on any atom (eV/A) = 2.1
- energy (eV) = -37532.2194
- energy above the lowest of the compared OMol25 structures with the same formula, charge and spin (eV) = 0.0000
- Kohn-Sham gap (Eh) = 0.31766

Each line ends with the natural charge from an NBO analysis.
Element x y z (Å)
1 N -0.688 2.219 -6.471  -0.2881
2 C -1.408 1.893 -5.615  0.2721
3 C -2.286 1.490 -4.558  -0.1669
4 C -3.674 1.546 -4.722  -0.1605
5 C -4.527 1.146 -3.686  -0.1919
6 C -4.004 0.671 -2.468  -0.0654
7 C -4.904 0.213 -1.330  -0.0582
8 C -5.177 1.366 -0.312  -0.3902
9 C -6.667 1.795 -0.409  -0.4307
10 C -7.205 0.693 -1.242  0.1097
11 C -8.424 0.210 -1.614  -0.1146
12 N -8.211 -0.944 -2.376  -0.4349
13 C -6.904 -1.139 -2.422  0.1402
14 N -6.265 -0.116 -1.743  -0.3501
15 C -2.607 0.631 -2.305  0.3973
16 F -2.055 0.206 -1.144  -0.3159
17 C -1.763 1.036 -3.343  -0.2191
18 H -4.096 1.904 -5.658  0.2344
19 H -5.601 1.211 -3.838  0.2400
20 H -4.454 -0.645 -0.819  0.2288
21 H -4.975 0.999 0.699  0.2238
22 H -4.520 2.223 -0.492  0.2225
23 H -7.151 1.851 0.571  0.2321
24 H -6.770 2.757 -0.922  0.2221
25 H -9.388 0.632 -1.349  0.2121
26 H -6.410 -1.968 -2.920  0.2073
27 H -0.688 0.993 -3.193  0.2443
28 C 4.200 0.899 5.813  -0.4146
29 N 4.354 0.370 4.461  -0.6197
30 C 3.646 0.754 3.393  0.6606
31 O 2.775 1.617 3.461  -0.6472
32 C 3.951 0.115 2.022  -0.1247
33 C 3.153 -1.193 1.828  -0.4035
34 C 3.234 -1.830 0.428  -0.2128
35 C 2.545 -3.195 0.447  -0.5976
36 C 2.551 -0.966 -0.636  -0.6087
37 N 5.379 -0.085 1.693  -0.6070
38 C 6.276 -0.846 2.325  0.6860
39 C 7.684 -0.808 1.779  -0.7068
40 O 6.018 -1.554 3.289  -0.6613
41 H 3.180 1.261 5.961  0.2260
42 H 4.406 0.114 6.542  0.2040
43 H 4.895 1.726 5.966  0.1948
44 H 5.029 -0.373 4.311  0.4280
45 H 3.561 0.832 1.299  0.2324
46 H 3.503 -1.921 2.562  0.2255
47 H 2.105 -0.991 2.053  0.2180
48 H 4.275 -1.980 0.147  0.1935
49 H 2.602 -3.655 -0.540  0.2071
50 H 3.045 -3.847 1.163  0.2105
51 H 1.500 -3.081 0.733  0.2017
52 H 2.577 -1.477 -1.598  0.2103
53 H 1.514 -0.780 -0.356  0.2061
54 H 3.073 -0.016 -0.738  0.1974
55 H 5.728 0.443 0.911  0.4007
56 H 8.093 0.193 1.904  0.2301
57 H 7.671 -1.081 0.726  0.2249
58 H 8.296 -1.520 2.332  0.2461

[2]
Below is C34H38N6O6P2Pd as an isolated structure at a distorted geometry, with properties calculated with the ωB97M-V functional and the def2-TZVPD basis.

Calculated values
- E_HOMO (alpha / beta) (eV) = -7.009 / -8.627
- LUMO (alpha / beta) (eV) = -0.71 / -2.49
- M (u) = 795.08
- 2S+1 = 3
- strongest force on any atom (eV/A) = 2.7
- energy (eV) = -79146.6930
- energy above the lowest of the compared OMol25 structures with the same formula, charge and spin (eV) = 0.0000
- Kohn-Sham gap (alpha / beta) (Eh) = 0.23148 / 0.22562
- ⟨S²⟩ = 2.01

Each line ends with the Mulliken spin population.
Element x y z (Å)
1 Pd 0.316 0.491 0.864  0.7452
2 C -1.709 1.770 -5.423  0.0005
3 C -1.792 0.477 -5.090  -0.0006
4 C -1.063 -0.616 -5.791  0.0006
5 C 0.433 -0.308 -6.110  0.0003
6 C 1.139 0.503 -5.040  0.0005
7 C 1.166 1.840 -5.095  0.0008
8 C 0.556 2.601 -6.262  0.0001
9 C -0.917 2.284 -6.583  -0.0001
10 C 1.568 0.730 2.464  0.7111
11 H -2.328 2.552 -4.969  -0.0003
12 H -2.581 0.108 -4.435  0.0007
13 H -1.585 -0.856 -6.734  -0.0001
14 H -1.108 -1.514 -5.165  -0.0005
15 H 0.953 -1.276 -6.221  0.0002
16 H 0.465 0.205 -7.084  0.0000
17 H 1.695 -0.092 -4.305  -0.0016
18 H 1.758 2.451 -4.402  0.0000
19 H 1.135 2.419 -7.180  0.0000
20 H 0.634 3.674 -6.050  0.0000
21 H -1.394 3.220 -6.928  -0.0001
22 H -0.967 1.561 -7.411  0.0001
23 H 1.027 1.579 2.927  0.0244
24 H 2.595 1.024 2.201  -0.0211
25 H 1.490 -0.212 3.039  -0.0068
26 P 1.973 -0.398 -0.291  -0.0224
27 P -1.202 -0.785 -0.107  0.4029
28 N 3.064 0.864 -0.712  0.0367
29 N 2.956 -1.649 0.394  0.0054
30 N -2.158 0.455 -0.802  0.0117
31 N -2.527 -1.680 0.516  0.0229
32 C 1.145 -1.149 -1.720  0.1467
33 C -0.267 -1.701 -1.389  -0.0210
34 C 2.899 2.142 -0.159  0.0073
35 C 3.838 2.992 -0.712  0.0004
36 C 4.621 2.220 -1.631  0.0019
37 C 4.135 0.919 -1.607  0.0016
38 C 3.721 -1.509 1.570  -0.0042
39 C 4.405 -2.691 1.795  0.0031
40 C 4.034 -3.612 0.767  0.0018
41 C 3.126 -2.965 -0.061  0.0078
42 C -2.240 1.727 -0.212  -0.0293
43 C -2.521 2.644 -1.201  0.0074
44 C -2.681 1.917 -2.424  0.0158
45 C -2.476 0.578 -2.143  0.0101
46 C -3.683 -2.038 -0.203  0.0210
47 C -4.461 -2.868 0.590  -0.0021
48 C -3.772 -3.038 1.842  0.0089
49 C -2.591 -2.330 1.750  -0.0218
50 H 1.790 -1.956 -2.096  0.0013
51 H 1.123 -0.350 -2.484  -0.0222
52 H -0.889 -1.760 -2.291  0.0060
53 H -0.199 -2.714 -0.954  -0.0030
54 H 2.138 2.303 0.593  -0.0098
55 H 3.948 4.037 -0.467  0.0004
56 H 5.445 2.596 -2.225  0.0015
57 H 4.439 0.028 -2.143  0.0014
58 H 3.648 -0.623 2.164  -0.0098
59 H 5.105 -2.865 2.598  0.0002
60 H 4.393 -4.619 0.635  0.0001
61 H 2.563 -3.318 -0.904  -0.0005
62 H -2.122 1.825 0.866  0.0083
63 H -2.617 3.713 -1.094  0.0000
64 H -2.890 2.344 -3.386  0.0005
65 H -2.510 -0.338 -2.723  -0.0046
66 H -3.841 -1.663 -1.202  -0.0016
67 H -5.402 -3.309 0.305  0.0005
68 H -4.089 -3.622 2.695  0.0002
69 H -1.824 -2.151 2.481  -0.0108
70 O -1.556 1.843 3.592  -0.0027
71 C -1.329 0.630 3.795  -0.0203
72 O -1.150 -0.295 2.934  -0.0110
73 C -1.201 0.271 5.296  0.0100
74 C -0.706 -0.974 5.733  -0.0045
75 C -0.557 -1.249 7.120  0.0003
76 C -0.936 -0.328 8.097  0.0008
77 C -1.413 0.915 7.669  0.0002
78 C -1.532 1.220 6.293  0.0014
79 N -1.834 1.889 8.663  0.0001
80 O -1.742 1.560 9.870  0.0001
81 O -2.272 2.997 8.287  -0.0001
82 N -0.011 -2.520 7.562  0.0001
83 O 0.353 -3.347 6.701  0.0000
84 O 0.068 -2.745 8.791  0.0000
85 H -0.423 -1.723 4.998  0.0016
86 H -0.911 -0.575 9.154  0.0000
87 H -1.879 2.212 6.011  -0.0001

[3]
Below is C2HKLiO2 as an isolated structure at a distorted geometry, with properties calculated with the ωB97M-V functional and the def2-TZVPD basis.

Calculated values
- E_HOMO (eV) = -9.475
- LUMO (eV) = -3.86
- net charge = +1
- M (u) = 103.07
- 2S+1 = 1
- strongest force on any atom (eV/A) = 1.6
- energy (eV) = -22707.3773
- energy above the lowest of the compared OMol25 structures with the same formula, charge and spin (eV) = 1.2891
- Kohn-Sham gap (Eh) = 0.20617

Each line ends with the natural charge from an NBO analysis.
Element x y z (Å)
1 O 0.044 -0.772 0.410  -0.6392
2 C 0.340 -0.382 -0.609  0.6417
3 Li -0.586 -1.085 2.441  0.9022
4 C -0.304 0.019 5.137  -0.0378
5 O 0.041 0.882 4.277  -0.8976
6 K 0.216 3.309 3.598  0.9915
7 H -0.703 0.506 6.068  0.0393

[4]
Below is C34H28BrHgN6O4Se as an isolated structure, with properties calculated with the ωB97M-V functional and the def2-TZVPD basis.

Calculated values
- E_HOMO (alpha / beta) (eV) = -0.392 / -1.834
- LUMO (alpha / beta) (eV) = 4.18 / 4.18
- net charge = -2
- M (u) = 944.09
- 2S+1 = 2
- strongest force on any atom (eV/A) = 0.7
- energy (eV) = -192405.8617
- energy above the lowest of the compared OMol25 structures with the same formula, charge and spin (eV) = 0.9008
- Kohn-Sham gap (alpha / beta) (Eh) = 0.16817 / 0.22113
- ⟨S²⟩ = 0.77

Each line ends with the Mulliken spin population.
Element x y z (Å)
1 Hg -1.228 -0.850 1.235  0.0744
2 O 2.848 -2.587 -2.554  0.0042
3 C 1.999 -1.897 -3.370  0.0222
4 C 2.373 -1.677 -4.697  -0.0153
5 C 1.571 -0.961 -5.571  0.0220
6 C 0.362 -0.462 -5.117  -0.0125
7 C -0.010 -0.698 -3.800  0.0189
8 C 0.777 -1.401 -2.890  0.0230
9 C 0.206 -1.543 -1.501  0.0257
10 O -0.912 -0.955 -1.295  0.0320
11 N 0.955 -2.190 -0.626  -0.0477
12 N 0.407 -2.227 0.630  0.2354
13 C 1.035 -2.928 1.557  0.1308
14 C 0.618 -2.910 2.906  0.1335
15 C 1.316 -3.641 3.909  0.0231
16 C 0.937 -3.538 5.216  0.0321
17 C -0.146 -2.697 5.566  0.1517
18 C -0.781 -2.023 4.546  -0.0587
19 N -0.450 -2.127 3.258  0.1373
20 H 3.608 -2.838 -3.086  -0.0002
21 H 3.322 -2.080 -5.042  -0.0007
22 H 1.894 -0.800 -6.594  0.0031
23 H -0.287 0.108 -5.772  -0.0005
24 H -0.954 -0.339 -3.421  0.0047
25 H 1.916 -3.498 1.272  0.0340
26 H 2.155 -4.261 3.613  0.0025
27 H 1.470 -4.091 5.982  0.0056
28 H -0.464 -2.570 6.592  0.0169
29 H -1.619 -1.366 4.756  0.0044
30 O 3.483 3.133 3.275  -0.0001
31 C 4.329 2.173 3.185  -0.0003
32 C 5.731 2.359 3.377  -0.0004
33 C 6.633 1.311 3.277  0.0001
34 C 6.210 0.012 2.993  0.0021
35 C 4.842 -0.200 2.815  0.0053
36 C 3.919 0.829 2.894  -0.0147
37 C 2.453 0.542 2.660  -0.0061
38 O 1.604 1.329 3.408  0.0066
39 N 2.197 0.731 1.189  -0.0001
40 N 1.060 1.185 0.737  -0.0044
41 C 0.884 1.301 -0.529  0.0024
42 C -0.385 1.756 -1.092  0.0124
43 Br -1.738 2.146 0.189  -0.0021
44 C -0.602 1.890 -2.397  -0.0044
45 C -1.860 2.190 -3.114  0.0012
46 C -3.058 1.549 -2.792  -0.0022
47 C -4.218 1.827 -3.503  -0.0002
48 C -4.204 2.736 -4.554  -0.0001
49 C -3.012 3.356 -4.901  0.0002
50 C -1.852 3.078 -4.189  -0.0005
51 H 2.067 2.205 3.443  -0.0012
52 H 6.068 3.365 3.606  -0.0001
53 H 7.690 1.506 3.436  -0.0001
54 H 6.917 -0.806 2.926  0.0000
55 H 4.477 -1.204 2.608  0.0007
56 H 2.249 -0.505 2.890  0.0047
57 H 2.787 0.207 0.553  -0.0007
58 H 1.668 1.055 -1.248  -0.0017
59 H 0.270 1.711 -3.024  -0.0021
60 H -3.061 0.812 -1.994  0.0015
61 H -5.139 1.326 -3.232  0.0000
62 H -5.114 2.951 -5.103  0.0000
63 H -2.985 4.061 -5.723  0.0000
64 H -0.921 3.565 -4.459  -0.0001
65 Se -3.623 -1.367 2.090  0.0013
66 C -4.872 -0.279 1.150  0.0019
67 C -5.008 -0.329 -0.238  -0.0018
68 C -5.993 0.429 -0.854  0.0001
69 N -6.845 1.231 -0.207  0.0003
70 C -6.698 1.285 1.119  -0.0002
71 C -5.747 0.566 1.830  0.0007
72 H -4.347 -0.959 -0.821  0.0003
73 H -6.112 0.386 -1.932  0.0000
74 H -7.380 1.947 1.646  0.0000
75 H -5.679 0.657 2.906  -0.0001